{
  "formula": "C7H13N4",
  "method": "ωB97M-V/def2-TZVPD",
  "species": ["C", "C", "C", "C", "C", "C", "C", "N", "N", "N", "N", "H", "H", "H", "H", "H", "H", "H", "H", "H", "H", "H", "H", "H"],
  "positions_angstrom": [[0.0084, -1.3660, 0.4219], [-0.7856, 0.3990, -0.6361], [-1.8507, -0.3307, -0.1698], [-0.6501, 1.6318, -1.4299], [1.2180, 2.0258, 0.1242], [1.6072, 0.5270, -0.3342], [-1.9532, -2.5749, 0.9391], [0.3270, -0.2065, -0.1886], [-1.3397, -1.4056, 0.4395], [2.6485, -0.0768, 0.4390], [0.1418, 2.5682, -0.6695], [0.6764, -2.0003, 0.9034], [-0.1435, 1.2371, -2.3532], [-1.6767, 1.9202, -1.6125], [0.8027, 1.8894, 1.1975], [2.0408, 2.7633, 0.2076], [1.9016, 0.5397, -1.3624], [-1.2976, -3.3669, 0.7608], [-2.3922, -2.4825, 2.0298], [-2.7057, -2.8304, 0.2832], [3.3486, -0.7538, 0.0399], [2.5244, -0.0772, 1.4527], [0.4824, 3.2528, -1.2954], [-3.0001, -0.1293, -0.1695]],
  "forces_ev_per_a": [[-1.1, 2.9, -0.9], [-1.6, -0.1, 0.7], [-2.8, 1.5, -0.8], [0.2, -1.6, 0.0], [-0.6, -1.4, 1.9], [1.4, 0.7, 1.7], [-1.8, 0.3, 3.0], [0.5, -1.0, -0.2], [2.7, -0.6, 0.6], [0.4, -0.5, -0.2], [-0.3, 0.3, -0.2], [0.8, -1.1, 0.6], [-0.5, 0.8, 0.2], [0.1, 0.8, -0.5], [0.8, 0.1, -1.4], [-0.2, -0.9, -0.4], [0.0, -0.1, -0.7], [1.3, -1.3, 0.7], [1.2, -0.2, -2.2], [-2.2, -0.3, -1.2], [-1.5, 1.3, 0.6], [0.3, 0.0, -0.7], [0.4, 0.9, -0.5], [2.6, -0.5, -0.3]],
  "lowdin_charge": [0.04, -0.20, 0.04, -0.14, -0.12, -0.28, 0.00, 0.04, -0.11, 0.06, -0.05, 0.14, 0.15, 0.13, 0.14, 0.14, 0.15, 0.09, 0.16, 0.08, 0.13, 0.10, 0.11, 0.20],
  "total_charge": 1,
  "lumo_energy_ev": -2.88,
  "smiles": "C[n+]1cc2n(c1)[C@H](N)CNC2",
  "gap_ha": 0.353,
  "e_above_lowest_kcal_mol": 36.9,
  "mol_weight_g_mol": 153.209,
  "multiplicity": 1
}


{
  "formula": "C7H13N4",
  "method": "ωB97M-V/def2-TZVPD",
  "species": ["C", "C", "C", "C", "C", "C", "C", "N", "N", "N", "N", "H", "H", "H", "H", "H", "H", "H", "H", "H", "H", "H", "H", "H"],
  "positions_angstrom": [[-2.4786, 0.2648, 0.0528], [-0.2015, 0.5608, -0.0593], [-1.4541, 1.3670, 0.0203], [2.0949, -0.4976, 1.1690], [-3.9311, 0.4723, 0.1524], [3.2672, 0.7164, -0.5293], [0.1998, -1.8826, -0.4839], [-1.9269, -0.8865, -0.0222], [1.0017, 1.0415, -0.1561], [2.0676, 0.3438, 0.1913], [-0.5617, -0.7352, -0.0894], [-1.5756, 2.0325, -0.8363], [-1.4794, 1.9936, 0.9139], [1.2316, -0.6508, 1.7927], [3.0326, -0.9397, 1.4580], [-4.4543, -0.4554, -0.0599], [-4.2507, 1.2488, -0.5396], [-4.1969, 0.7970, 1.1601], [3.9578, -0.1228, -0.5761], [2.9938, 1.0388, -1.5321], [3.7566, 1.5521, -0.0270], [0.8402, -1.6448, -1.3357], [0.8250, -2.2623, 0.3321], [-0.5125, -2.6540, -0.7717]],
  "forces_ev_per_a": [[0.6, 0.0, -0.1], [0.4, -0.9, -0.1], [-0.1, -0.1, 0.1], [0.5, 0.3, 0.1], [-0.3, -0.1, 0.1], [1.0, 0.3, -0.6], [0.2, -0.4, -0.2], [-1.4, -0.3, 0.1], [-0.8, 1.8, -0.4], [0.0, -1.4, 1.0], [0.2, 0.8, 0.1], [0.0, 0.0, 0.0], [0.1, 0.0, 0.0], [-0.2, 0.0, -0.1], [0.2, -0.1, -0.1], [-0.1, 0.0, 0.0], [-0.1, 0.0, 0.0], [0.0, 0.0, 0.0], [-0.1, 0.0, 0.1], [-0.1, -0.1, 0.1], [-0.2, 0.0, 0.1], [0.0, 0.0, 0.0], [0.0, 0.0, 0.0], [0.1, 0.1, 0.0]],
  "lowdin_charge": [-0.31, -0.25, 0.01, 0.12, -0.01, 0.02, -0.01, 0.16, 0.14, -0.22, -0.11, 0.15, 0.15, 0.12, 0.12, 0.09, 0.09, 0.10, 0.11, 0.11, 0.12, 0.11, 0.08, 0.11],
  "total_charge": 1,
  "lumo_energy_ev": -4.25,
  "smiles": "C=[N+](C)/N=C1/CC(C)=NN1C",
  "gap_ha": 0.312,
  "e_above_lowest_kcal_mol": 70.7,
  "mol_weight_g_mol": 153.209,
  "multiplicity": 1
}


{
  "formula": "C7H13N4",
  "method": "ωB97M-V/def2-TZVPD",
  "species": ["C", "C", "C", "C", "C", "C", "C", "N", "N", "N", "N", "H", "H", "H", "H", "H", "H", "H", "H", "H", "H", "H", "H", "H"],
  "positions_angstrom": [[1.4488, -0.2066, 1.3449], [-1.6117, 1.6962, -0.2025], [-2.0675, 0.6639, 0.9018], [-1.0837, 0.7523, -1.3433], [-1.2241, -0.5150, 0.5352], [1.5372, -0.8076, 0.0496], [1.5526, -2.3109, -0.2484], [1.7156, 1.0856, 1.0925], [1.9027, 0.0269, -0.8722], [1.9110, 1.2326, -0.1636], [-0.7527, -0.4529, -0.6105], [1.2122, -0.5797, 2.2462], [-2.3386, 2.4727, -0.3790], [-0.7533, 2.2588, 0.3775], [-1.8911, 0.9721, 1.8888], [-3.0687, 0.3961, 0.9140], [-1.9006, 0.5018, -2.0500], [-0.1121, 1.1093, -1.8824], [2.2603, 2.0780, -0.6370], [-1.1259, -1.3319, 1.1357], [0.6174, -2.7366, 0.3428], [2.4027, -2.7090, 0.2135], [1.7101, -2.4436, -1.4056], [-0.3403, -1.1526, -1.2480]],
  "forces_ev_per_a": [[1.4, 2.5, -5.4], [2.0, 0.0, 2.4], [2.4, 0.5, -1.8], [0.4, 2.5, -0.7], [-2.0, 1.5, 0.8], [2.3, -2.8, 1.3], [-2.5, 1.3, -0.8], [-0.6, 0.4, 2.2], [-0.3, 2.2, 0.6], [0.7, -1.5, -2.1], [-0.7, -0.1, -3.6], [-0.6, -1.1, 3.0], [-0.3, -0.2, -0.7], [-1.2, -1.1, -1.7], [0.6, 0.6, 1.4], [-2.2, -0.8, -0.5], [0.6, 0.2, 0.1], [-2.1, -0.6, 0.8], [-0.3, -0.6, 0.8], [0.4, -2.3, 1.5], [1.7, 0.2, -1.9], [1.2, -0.8, 0.7], [-1.0, -0.2, 2.3], [0.0, -0.1, 1.4]],
  "lowdin_charge": [-0.06, -0.09, -0.07, -0.10, -0.03, -0.46, -0.02, 0.07, 0.12, -0.05, 0.05, 0.08, 0.11, 0.14, 0.11, 0.11, 0.14, 0.15, 0.18, 0.13, 0.12, 0.05, 0.13, 0.18],
  "total_charge": 1,
  "lumo_energy_ev": -4.19,
  "gap_ha": 0.342,
  "e_above_lowest_kcal_mol": 88.6,
  "mol_weight_g_mol": 153.209,
  "multiplicity": 1
}


{
  "formula": "C7H13N4O3P",
  "method": "ωB97M-V/def2-TZVPD",
  "species": ["C", "C", "C", "C", "C", "C", "C", "N", "N", "N", "N", "O", "O", "O", "P", "H", "H", "H", "H", "H", "H", "H", "H", "H", "H", "H", "H", "H"],
  "positions_angstrom": [[-1.6362, -0.2178, -1.0262], [1.7212, -0.7562, -0.8007], [-2.3311, 1.0938, 0.8027], [2.2249, 1.3175, 0.2033], [-3.4225, 0.1710, 0.2214], [3.5506, 0.3750, 0.1735], [0.0181, 0.2096, 0.6695], [-1.1674, 0.7592, 0.0053], [1.1654, 0.3403, -0.1248], [-3.0363, 0.0204, -1.1170], [3.1709, -0.7722, -0.7039], [-0.5061, -2.8407, 1.4004], [1.1468, -1.8986, -0.2665], [-1.3112, -1.5938, -0.6494], [-0.2036, -1.7844, 0.4802], [-1.2704, 0.1444, -1.9676], [1.4534, -0.6572, -1.9886], [-2.4469, 2.2220, 0.5147], [-2.2238, 0.8981, 1.8304], [1.9763, 1.7830, 1.2251], [2.4275, 2.0894, -0.5178], [-3.2044, -0.7823, 0.8119], [-4.3813, 0.6943, 0.2248], [4.5309, 0.9546, -0.2098], [3.7968, 0.1038, 1.1595], [0.0442, 0.6488, 1.6259], [-3.4285, -0.7899, -1.6930], [3.3428, -1.7323, -0.2831]],
  "forces_ev_per_a": [[0.2, 1.9, 0.2], [-0.7, 0.5, -3.9], [-0.6, 2.4, -2.6], [0.9, -1.5, 1.3], [-0.1, 0.1, 2.3], [0.6, 1.9, -1.4], [-1.7, -2.3, -1.5], [0.7, -2.1, -0.8], [1.8, 2.8, 0.8], [0.6, -2.1, -2.4], [-0.2, -0.8, 1.5], [-0.2, -1.2, 1.4], [1.7, -2.0, -0.7], [-0.5, 0.7, -0.6], [-1.0, 3.7, -0.4], [1.2, -1.1, -0.7], [0.4, -0.8, 2.5], [-0.6, -1.8, 1.2], [0.2, 0.2, 1.4], [0.7, -0.7, -1.5], [-0.6, 0.5, -0.4], [-1.5, 0.8, -0.4], [-0.3, -0.9, 0.8], [-2.4, -1.2, 0.5], [0.2, -0.7, 1.3], [0.5, 0.3, 1.3], [0.2, 1.6, 1.4], [0.3, 1.8, -0.5]],
  "lowdin_charge": [-0.36, -0.46, -0.16, -0.08, -0.21, -0.15, -0.23, -0.07, -0.09, -0.01, 0.02, -0.23, -0.10, -0.12, 0.56, 0.15, 0.19, 0.15, 0.09, 0.14, 0.09, 0.14, 0.12, 0.14, 0.07, 0.12, 0.17, 0.15],
  "lumo_energy_ev": 0.75,
  "smiles": "O=[P@@]12O[C@H]3NCCN3[C@@H]1N1CCN[C@H]1O2",
  "gap_ha": 0.355,
  "e_above_lowest_kcal_mol": 0.0,
  "mol_weight_g_mol": 232.180,
  "multiplicity": 1
}